# 1
{
  "formula": "C4H11NO2",
  "method": "wB97M-V/def2-TZVPD",
  "homo_energy_ev": -9.02,
  "relative_energy_ev": 2.1863,
  "smiles": "C[C@@H](N)CC=O.O",
  "largest_force_ev_per_a": 2.92,
  "spin_multiplicity": 1,
  "charge": 0,
  "elements": ["O", "O", "N", "C", "C", "C", "C", "H", "H", "H", "H", "H", "H", "H", "H", "H", "H", "H"],
  "positions_angstrom": [[0.143, -2.645, 0.028], [-0.770, -2.340, -2.125], [-1.323, 0.782, 0.029], [0.670, 2.250, 0.410], [0.803, -0.333, 0.514], [-0.051, -1.591, 0.571], [-0.064, 0.921, 0.747], [-1.863, 1.597, -0.150], [0.320, 2.594, -0.553], [-1.360, 0.077, -0.678], [-0.426, -3.172, -1.774], [1.710, 2.196, 0.679], [-0.254, 0.896, 1.825], [1.288, -0.165, -0.454], [0.307, 3.002, 1.173], [1.747, -0.377, 1.035], [-0.947, -1.613, 1.255], [0.070, -2.078, -2.531]],
  "forces_ev_per_a": [[1.2111, 0.0235, 0.3949], [0.6365, -0.3012, -1.3914], [0.5194, -0.6657, 0.7813], [-1.7351, 0.1936, 2.3467], [-0.4475, 0.6913, -1.8716], [-0.3004, -0.7258, 1.4543], [0.3851, -0.0760, 0.4876], [-0.1240, 0.4543, -0.1656], [0.8192, 0.0536, -0.4230], [-0.0278, -0.0251, -0.5050], [-0.7590, -0.0613, 0.4237], [0.6950, -0.0505, -0.8061], [-0.2690, 0.3048, 0.0905], [-0.6101, -0.6331, -0.7426], [0.0892, -0.5005, -0.9209], [-0.1987, -0.1693, 1.3541], [0.5382, 0.8736, -0.2693], [-0.4221, 0.6138, -0.2375]]
}

---

# 2
{
  "formula": "H31O16",
  "method": "wB97M-V/def2-TZVPD",
  "homo_energy_ev": -7.05,
  "relative_energy_ev": 2.3137,
  "largest_force_ev_per_a": 2.17,
  "spin_multiplicity": 1,
  "charge": -1,
  "elements": ["O", "O", "O", "O", "O", "O", "O", "O", "O", "O", "O", "O", "O", "O", "O", "O", "H", "H", "H", "H", "H", "H", "H", "H", "H", "H", "H", "H", "H", "H", "H", "H", "H", "H", "H", "H", "H", "H", "H", "H", "H", "H", "H", "H", "H", "H", "H"],
  "positions_angstrom": [[-4.755, -1.112, 0.643], [-1.675, -1.092, 0.189], [3.829, -1.334, -3.449], [1.472, 5.252, 1.067], [0.024, -1.048, 3.808], [-0.547, -0.209, -4.926], [-0.205, -3.425, -0.462], [2.790, 0.758, 0.657], [2.451, -1.084, 2.928], [2.097, 2.363, 3.198], [0.650, -0.078, -1.949], [-2.946, 1.218, 0.494], [0.215, 0.774, 0.706], [-3.362, -1.546, 3.090], [3.691, 2.224, -4.231], [-2.231, -0.868, -2.460], [-1.440, 0.055, -4.712], [2.849, 1.885, -3.909], [2.007, 1.309, 0.781], [4.227, 1.432, -4.291], [-2.068, -1.071, -1.525], [2.813, -0.873, 2.055], [1.664, 5.099, 1.996], [-2.418, 0.384, 0.442], [2.219, 2.938, 2.437], [2.689, 0.541, -0.274], [0.217, -1.692, 3.144], [-0.906, -2.820, -0.120], [-0.565, 1.289, 0.918], [-3.728, 1.047, 1.018], [-2.717, -2.254, 3.120], [0.007, -3.825, 0.374], [-0.113, -0.568, -4.146], [-2.206, -1.631, -3.028], [-1.327, -1.145, 1.086], [2.989, -1.615, -3.825], [0.517, 5.220, 0.964], [0.214, -0.661, -1.313], [1.723, 1.595, 2.741], [2.305, -0.222, 3.299], [-4.092, -0.967, 1.321], [-4.439, -1.351, -0.223], [-0.071, 0.561, -2.037], [-0.275, -0.038, 0.439], [3.453, -0.982, -2.637], [-4.219, -1.865, 2.851], [-0.804, -0.570, 3.748]],
  "forces_ev_per_a": [[-2.0264, 0.0314, 0.7721], [0.5791, -0.1580, 0.1784], [-0.6211, 0.1186, 0.1361], [0.2509, 0.0171, -0.1547], [-0.0061, 0.7498, 1.8395], [0.5219, -0.0729, -0.9141], [-0.7351, 0.3586, 0.3131], [0.7723, 0.2702, -0.1769], [0.6535, -0.7089, -0.5842], [-0.2744, -0.1251, -0.3994], [-0.1915, -0.0342, -0.2167], [0.5166, 0.9360, 0.0757], [-0.6254, 0.2137, 0.4276], [0.8484, 1.1148, 0.5851], [-0.1830, 0.0709, 0.0517], [-0.4006, 1.0888, -0.4605], [-0.0582, -0.0786, 0.6197], [-0.0715, 0.1051, -0.0064], [-0.2539, -0.4011, -0.0491], [0.2220, -0.2676, -0.0317], [0.1097, -0.4839, 0.2270], [-0.0674, 0.0898, -0.0168], [-0.2451, 0.0698, 0.0684], [-0.5017, -0.4420, -0.2285], [0.3017, 0.2902, 0.0134], [-0.0158, -0.1752, -0.1388], [-0.1496, -0.0891, -0.9196], [0.0756, 0.5560, -0.8849], [-0.2460, 0.7403, 0.1860], [-0.0698, -0.1977, -0.0560], [-0.2769, -0.3149, -0.1809], [0.7031, -0.7360, 0.3996], [-0.4226, 0.2110, 0.4438], [0.1688, -0.6378, 0.2850], [-0.3378, -0.3459, 0.1388], [0.0937, -0.2926, -0.6438], [-0.0209, -0.0973, 0.1698], [0.2483, -0.5047, 0.0158], [-0.1977, -0.1306, 0.3743], [-0.2099, 0.3347, 0.4602], [0.9655, -0.2349, -0.9696], [1.0601, 0.1169, 0.0621], [0.2371, 0.2264, -0.2510], [0.3255, -0.1227, -0.2539], [0.4448, 0.2729, 0.5132], [-0.6516, -0.9047, -0.1261], [-0.2385, -0.4266, -0.6929]]
}

---

# 3
{
  "formula": "C18H37BClNO9PS",
  "method": "wB97M-V/def2-TZVPD",
  "homo_energy_ev": -5.65,
  "largest_force_ev_per_a": 1.52,
  "spin_multiplicity": 1,
  "charge": -1,
  "elements": ["Cl", "S", "P", "O", "O", "O", "O", "O", "O", "O", "O", "O", "N", "C", "C", "C", "C", "C", "C", "C", "C", "C", "C", "C", "C", "C", "C", "C", "C", "C", "C", "B", "H", "H", "H", "H", "H", "H", "H", "H", "H", "H", "H", "H", "H", "H", "H", "H", "H", "H", "H", "H", "H", "H", "H", "H", "H", "H", "H", "H", "H", "H", "H", "H", "H", "H", "H", "H", "H"],
  "positions_angstrom": [[3.218, 0.005, 5.650], [3.955, 1.778, -0.032], [2.236, 1.023, 0.532], [1.437, -6.097, -1.676], [-5.519, 5.059, 3.984], [-7.224, 5.848, 2.861], [0.219, -0.865, -4.647], [3.345, 0.702, 2.870], [-1.448, 2.203, 1.825], [0.027, -4.445, -1.393], [2.176, -0.679, -3.681], [2.963, -1.542, 3.380], [-1.440, 0.149, 0.802], [1.389, -0.620, -4.762], [1.138, -2.112, 1.895], [-1.121, 1.024, 1.890], [3.606, -0.574, -3.765], [0.697, -5.075, -3.685], [-3.196, 4.464, 3.484], [1.061, 1.018, 3.156], [-0.712, -3.336, -1.909], [2.283, -1.186, 2.231], [-2.074, -3.753, -2.425], [-0.387, 0.511, 3.105], [4.070, 0.862, -3.869], [2.114, 0.346, 2.272], [-5.959, 4.202, 1.710], [-4.486, 4.083, 4.174], [-6.299, 5.085, 2.890], [0.768, -5.242, -2.182], [1.974, -0.180, -6.085], [3.742, -0.366, 3.787], [0.435, -1.659, 1.210], [-0.903, 0.952, 3.951], [-2.422, 3.726, 3.689], [0.586, -2.377, 2.792], [1.775, 0.883, -6.210], [3.711, 1.434, -3.013], [2.995, -1.312, 1.391], [-1.784, -0.738, 1.134], [-0.011, -5.802, -4.079], [3.978, -1.188, -4.587], [-2.632, -2.879, -2.759], [-5.385, 3.313, 1.960], [1.002, 2.064, 2.865], [1.681, -5.291, -4.093], [-2.855, 5.438, 3.835], [3.697, 1.341, -4.777], [1.914, -0.064, -0.300], [0.406, -4.081, -4.016], [-0.134, -2.797, -2.661], [-3.317, 4.525, 2.404], [4.947, -0.449, 3.834], [3.974, -1.018, -2.843], [-0.449, -0.561, 3.234], [-6.890, 3.885, 1.248], [-1.991, -4.448, -3.261], [1.223, 1.983, 0.373], [5.159, 0.906, -3.880], [3.042, -0.353, -6.183], [1.467, -0.725, -6.876], [1.414, 1.000, 4.174], [-4.837, 3.096, 3.870], [-2.638, -4.251, -1.636], [-4.338, 4.047, 5.251], [1.508, -3.026, 1.456], [-0.653, 0.006, 0.190], [-5.394, 4.792, 0.991], [-0.834, -2.662, -1.065]],
  "forces_ev_per_a": [[-0.0781, 0.1309, 0.2001], [-0.2285, -0.1168, -0.0116], [1.0552, 0.3111, -0.0486], [0.1584, -0.2356, 0.1205], [-0.0698, 0.0045, 0.1973], [-0.2109, 0.1706, -0.0092], [-0.2421, -0.1788, 0.0883], [-0.1034, 0.1702, -0.1754], [0.5779, -1.4055, -0.0862], [0.0416, 0.0311, 0.1533], [-0.0466, -0.2292, 0.1619], [-0.1809, 0.1799, 0.4147], [-0.4858, 0.3379, 0.1744], [0.1618, 0.2708, -0.1548], [-0.3226, 0.0408, 0.6214], [-0.5014, 1.3962, -0.0643], [0.2868, 0.1496, -0.0097], [0.1514, 0.2882, -0.0267], [-0.0524, 0.1560, -0.0402], [-0.8534, 0.0899, -0.8366], [-0.1374, 0.1987, -0.1613], [0.5443, -0.3264, -1.2354], [0.0085, -0.1309, -0.0003], [-0.3588, 0.0620, 0.1309], [-0.2124, 0.1431, -0.0270], [0.7665, 0.2369, 0.9953], [-0.1041, -0.2670, 0.1385], [0.2376, -0.1056, -0.0168], [0.1880, -0.1199, -0.1941], [-0.1331, 0.0918, -0.2450], [0.1402, -0.3073, -0.1293], [0.3743, -0.1159, -0.0054], [-0.1099, 0.1086, -0.3497], [-0.0669, 0.1434, 0.2423], [0.0143, -0.0248, -0.0374], [-0.0783, -0.0693, 0.1951], [-0.0120, 0.0291, 0.0058], [0.0839, -0.0425, 0.0708], [0.0377, 0.0862, -0.1823], [0.3375, -0.3351, 0.1125], [-0.0179, -0.0251, -0.0080], [-0.0495, -0.0238, -0.0207], [0.0111, 0.0268, -0.0027], [0.0848, 0.0769, -0.0352], [0.2011, 0.2989, 0.0969], [-0.0011, -0.1472, 0.0354], [-0.0062, -0.0047, 0.0616], [0.0854, -0.0407, 0.0049], [-0.5559, 0.0177, 0.0184], [-0.0808, -0.0632, -0.0058], [-0.0415, 0.0194, 0.0218], [0.0334, -0.0946, -0.0192], [-0.0981, -0.1973, 0.0007], [-0.0969, 0.0149, 0.0631], [0.0225, -0.2474, -0.1915], [-0.0357, 0.1331, -0.0502], [0.0182, 0.0415, -0.0537], [-0.3955, -0.3126, 0.0242], [0.0261, -0.0224, 0.0402], [-0.0212, 0.0905, 0.0310], [-0.1332, 0.0680, 0.0158], [0.1902, -0.2766, 0.2537], [-0.0092, 0.0126, -0.0240], [-0.0101, 0.0311, 0.0237], [-0.0620, 0.0535, 0.0388], [0.1306, -0.2753, -0.1135], [0.1453, 0.0164, -0.2911], [0.0246, 0.0175, -0.0184], [0.0643, -0.0046, 0.1278]]
}

---

# 4
{
  "formula": "C4H11NO2",
  "method": "wB97M-V/def2-TZVPD",
  "homo_energy_ev": -9.25,
  "relative_energy_ev": 0.7820,
  "smiles": "CC(=O)O.CCN",
  "largest_force_ev_per_a": 2.02,
  "spin_multiplicity": 1,
  "charge": 0,
  "elements": ["O", "O", "N", "C", "C", "C", "C", "H", "H", "H", "H", "H", "H", "H", "H", "H", "H", "H"],
  "positions_angstrom": [[1.475, 0.075, 1.387], [0.524, 2.035, 1.130], [-1.137, 0.125, -0.665], [-1.777, -1.096, -0.126], [-1.669, -2.339, -1.052], [1.563, 1.216, 1.022], [2.784, 1.927, 0.555], [-1.301, -3.229, -0.553], [-1.050, -2.041, -1.905], [-1.411, -1.388, 0.854], [-1.322, 0.169, -1.652], [2.459, 2.580, -0.250], [3.596, 1.243, 0.372], [-0.270, 1.606, 1.461], [-0.170, 0.014, -0.388], [-2.836, -0.833, -0.040], [3.157, 2.540, 1.377], [-2.614, -2.603, -1.528]],
  "forces_ev_per_a": [[0.3194, -0.8646, -0.2865], [-0.0468, 1.5587, -0.4299], [-0.1784, -0.9274, 1.7857], [-1.1726, -0.2124, -0.9812], [-0.2058, 0.7042, -0.4902], [-0.2567, -0.2516, 1.2106], [-0.1268, 0.2220, 0.4171], [0.2964, -0.0355, -0.0373], [0.3850, -0.4483, 0.2124], [0.2242, 0.5606, 0.1310], [0.5314, 0.1021, -0.2462], [0.5745, 0.0169, -0.2640], [-0.0443, -0.2565, -0.6562], [-0.0667, -0.5514, -0.0595], [0.3057, 0.3638, -0.9471], [0.0028, -0.2559, 0.3460], [-0.3094, 0.2544, 0.0329], [-0.2320, 0.0208, 0.2624]]
}

---

# 5
{
  "formula": "C11H22ClNO6P",
  "method": "wB97M-V/def2-TZVPD",
  "homo_energy_ev": -5.80,
  "largest_force_ev_per_a": 9.69,
  "spin_multiplicity": 1,
  "charge": -1,
  "elements": ["Cl", "P", "O", "O", "O", "O", "O", "O", "N", "C", "C", "C", "C", "C", "C", "C", "C", "C", "C", "C", "H", "H", "H", "H", "H", "H", "H", "H", "H", "H", "H", "H", "H", "H", "H", "H", "H", "H", "H", "H", "H", "H"],
  "positions_angstrom": [[2.721, -5.207, -1.243], [0.217, 0.070, -0.955], [3.438, -6.057, -2.175], [3.263, -5.387, 0.090], [2.867, -3.821, -1.642], [-4.755, 2.729, -0.935], [1.316, -5.565, -1.245], [-2.891, 2.009, 0.401], [1.982, 0.204, -0.656], [1.678, -1.919, 2.222], [0.365, -1.792, -0.557], [1.010, -1.893, 0.972], [-1.633, -0.030, -1.414], [-2.627, -0.532, -0.212], [2.875, 2.356, 0.367], [-3.059, 0.624, 0.866], [3.872, 1.416, 1.317], [2.533, 1.554, -1.059], [-4.255, 2.558, 0.316], [-5.210, 2.998, 1.578], [3.261, 0.711, 2.047], [4.569, 0.712, 0.661], [2.444, -0.486, -1.322], [-5.736, 4.038, 1.459], [4.545, 2.140, 1.956], [2.512, -1.727, 3.055], [-0.617, -2.415, -0.684], [-1.932, 1.049, -1.829], [-6.079, 2.188, 1.699], [1.825, 2.469, 0.907], [-2.245, -1.454, 0.401], [-4.212, 0.436, 1.110], [-1.708, -0.743, -2.368], [1.168, -2.267, -1.282], [-2.493, 0.383, 1.882], [1.793, 2.184, -1.734], [3.401, 3.378, 0.139], [-4.612, 2.959, 2.596], [3.545, 1.431, -1.680], [-3.637, -0.886, -0.741], [-0.001, 1.126, 0.038], [0.503, 0.456, -2.343]],
  "forces_ev_per_a": [[0.1410, -0.6065, 0.3598], [0.2743, -0.4261, -0.6584], [-0.1534, 0.2644, 0.1264], [-0.1324, 0.1118, -0.3844], [-0.0654, 0.2311, -0.1024], [3.2111, -0.9893, 8.1303], [0.1182, 0.1781, -0.0548], [-3.7463, 0.0704, 0.9513], [1.4447, 0.5932, -2.0453], [-3.7689, 0.7913, -8.8899], [1.0555, -1.4468, 1.7104], [4.6647, -0.0457, 7.6189], [-1.1178, 0.1484, -0.6918], [-1.3677, 0.2585, -0.9861], [-0.1421, -1.1647, -0.4680], [-0.6568, -2.2582, 1.2091], [-0.0781, 0.1428, -0.0924], [0.9797, 0.6160, 0.9203], [-2.0930, 1.1695, -6.8800], [0.3039, -1.1971, 0.9625], [1.2060, 1.5544, -1.6850], [-1.5245, 1.6168, 1.3389], [-0.7374, 0.8724, 1.3026], [1.3897, -2.0718, -0.2078], [-1.2535, -1.5140, -1.1708], [-2.5395, -0.6672, -2.3807], [1.9363, 1.3023, 0.5301], [0.3715, -2.2605, 1.0989], [1.9715, 1.7139, -0.5303], [2.3392, 0.1206, -1.0148], [-0.4728, 1.8565, -1.2301], [2.4414, 0.3903, -0.4653], [0.0245, 1.2781, 2.1312], [-1.4334, 0.7960, 1.5992], [-0.9115, 1.1143, -2.1304], [1.2602, -1.0636, 1.2473], [-1.2142, -1.8142, 0.5259], [-1.1014, 0.1977, -2.1989], [-2.1879, 0.2233, 1.3611], [2.1511, 0.7059, 1.1510], [0.0151, -0.7499, -0.5923], [-0.6015, -0.0423, 0.5847]]
}

---

# 6
{
  "formula": "CH3BF2O2",
  "method": "wB97M-V/def2-TZVPD",
  "homo_energy_ev": [-6.60, -12.88],
  "relative_energy_ev": 0.0000,
  "largest_force_ev_per_a": 4.47,
  "spin_multiplicity": 3,
  "charge": 0,
  "elements": ["F", "F", "O", "O", "C", "B", "H", "H", "H"],
  "positions_angstrom": [[-2.048, -0.775, 0.492], [-1.664, 1.259, -0.293], [0.658, -1.360, -0.481], [1.189, 0.872, -0.328], [-1.133, 0.235, 0.373], [0.407, -0.122, -0.136], [1.945, 0.587, -0.754], [-0.791, 1.006, 1.976], [1.436, -1.701, -0.849]],
  "forces_ev_per_a": [[0.8672, 1.1251, -0.0430], [-0.2295, 0.0516, 0.6071], [-1.7604, -2.2149, 0.5895], [0.1659, 4.0475, 0.9105], [0.3736, -2.5933, -3.1704], [-4.2878, -0.8345, 0.9425], [2.7804, -0.3843, -1.3682], [0.3774, 1.2028, 2.1820], [1.7132, -0.4001, -0.6499]]
}